{
  "formula": "C9H17PS",
  "method": "the ωB97M-V functional and the def2-TZVPD basis",
  "species": ["C", "C", "C", "C", "C", "C", "C", "C", "C", "P", "S", "H", "H", "H", "H", "H", "H", "H", "H", "H", "H", "H", "H", "H", "H", "H", "H", "H"],
  "positions_angstrom": [[-0.53623, 3.72411, -2.10421], [-1.68672, 2.88168, 1.66584], [-0.94688, 2.69275, -2.53270], [-0.65356, 2.09046, 1.45320], [0.19858, -2.87363, 1.13555], [0.00065, -1.68582, -1.06266], [1.95612, -1.09502, 0.36214], [-0.39573, -0.47163, 0.99524], [0.47526, -1.53522, 0.33247], [-0.55583, 1.03824, -0.07363], [-2.65625, 0.83931, -0.78482], [-0.31395, 4.69279, -1.70260], [-2.12438, -0.08939, -1.64727], [-1.65299, 3.56443, 2.38200], [-2.54338, 2.83778, 1.09010], [-1.14553, 1.63500, -2.93773], [0.17886, 2.14897, 2.07146], [0.98057, -3.55439, 0.78259], [-0.83617, -3.19994, 0.86708], [0.35985, -2.83468, 2.29266], [0.80013, -2.11049, -1.71430], [-1.01569, -2.18906, -1.35898], [-0.05874, -0.69558, -1.51255], [2.34108, -1.21159, 1.36674], [2.40913, -2.02354, -0.22379], [2.05389, -0.10378, -0.02310], [-1.44707, -0.83942, 1.23044], [-0.03943, -0.30089, 1.90447]],
  "nbo_charge": [-0.255, -0.342, -0.248, -0.511, -0.606, -0.615, -0.609, -0.686, -0.075, 0.739, -0.346, 0.241, 0.112, 0.185, 0.189, 0.262, 0.206, 0.206, 0.217, 0.212, 0.219, 0.227, 0.196, 0.214, 0.204, 0.226, 0.231, 0.209],
  "lumo_energy_ev": [0.69, -2.62],
  "homo_energy_ev": [-4.64, -8.77],
  "max_force_ev_per_a": 4.6,
  "orbital_gap_ev": [5.33, 6.15],
  "total_energy_ha": -1092.34296,
  "total_charge": 0,
  "multiplicity": 3,
  "s_squared": 2.010
}